Record 1
Density functional theory data (ωB97M-V/def2-TZVPD) for a 12-piece molecular cluster, H24O12 overall in a non-equilibrium geometry.

**Energy relative to the best compared isomer or geometry (same formula, charge and spin)**: 85.3 kcal/mol
**Orbital gap**: 9.9086 eV
**HOMO level**: -0.376 Ha
**M**: 216.18 u
**Strongest force on any atom**: 1.156 eV/A
**SMILES**: O.O.O.O.O.O.O.O.O.O.O.O

Each line ends with the natural charge from an NBO analysis.
CARTESIAN COORDINATES (ANGSTROEM)
O -0.6581 0.2712 0.1753  -0.97
H -1.5500 0.6239 0.0800  0.47
H -0.4360 -0.0467 -0.7071  0.47
O 3.9839 -1.6153 -2.0370  -0.94
H 3.2993 -1.1452 -1.5477  0.46
H 4.7581 -1.5638 -1.4652  0.47
O 2.3290 -0.6055 2.6406  -0.94
H 1.7711 -0.0604 2.0743  0.47
H 1.7036 -1.0727 3.2059  0.47
O -2.8625 0.9249 -0.8912  -0.95
H -3.8180 1.0514 -0.8806  0.48
H -2.5097 1.7806 -0.6226  0.49
O -2.1067 3.9025 -0.3488  -0.95
H -2.8945 4.3811 -0.6301  0.48
H -1.5414 3.9017 -1.1295  0.48
O 3.5649 1.9119 0.6965  -0.93
H 2.6109 1.9007 0.5597  0.45
H 3.6682 1.7538 1.6416  0.47
O 2.1490 -2.4569 -0.4879  -0.93
H 1.7100 -3.3141 -0.4483  0.48
H 1.7523 -2.0254 -1.2530  0.46
O -0.1312 -4.0014 2.0595  -0.94
H -0.5269 -3.7449 2.9001  0.47
H 0.1439 -3.1660 1.6652  0.48
O -2.1627 -2.0373 -2.6662  -0.93
H -1.5487 -1.4139 -3.0703  0.46
H -2.8267 -2.1882 -3.3483  0.46
O -1.9669 1.5008 2.9948  -0.93
H -1.5305 2.2428 3.4284  0.47
H -1.9428 1.7290 2.0587  0.47
O 2.8582 2.9310 -1.5360  -0.92
H 2.0664 2.8480 -0.9927  0.45
H 3.4071 3.5612 -1.0559  0.48
O -3.2197 -2.1706 -0.2349  -0.92
H -3.9620 -1.5631 -0.3299  0.45
H -3.5807 -3.0248 -0.4974  0.46

---

Record 2
Density functional theory data (ωB97M-V/def2-TZVPD) for a 12-piece molecular cluster, H24O12 overall in a non-equilibrium geometry.

**Energy relative to the best compared isomer or geometry (same formula, charge and spin)**: 45.2 kcal/mol
**Orbital gap**: 9.6450 eV
**HOMO level**: -0.371 Ha
**M**: 216.18 u
**Strongest force on any atom**: 2.446 eV/A
**SMILES**: O.O.O.O.O.O.O.O.O.O.O.O

Each line ends with the natural charge from an NBO analysis.
CARTESIAN COORDINATES (ANGSTROEM)
O -1.5632 0.7326 -2.8665  -0.95
H -1.3702 0.4906 -1.9425  0.48
H -1.2672 1.6186 -2.9375  0.45
O -1.9812 -2.3984 1.2965  -0.97
H -1.6732 -2.2044 2.2105  0.47
H -1.8852 -1.5344 0.8385  0.49
O 2.9268 1.9166 1.2025  -0.98
H 2.9348 2.7056 0.6425  0.48
H 2.5878 1.1386 0.7245  0.49
O 0.1508 2.9486 -0.5155  -0.99
H 0.6738 2.3716 -1.1055  0.51
H 0.5268 3.8436 -0.5855  0.48
O 1.9918 -0.5944 0.7415  -0.98
H 2.5988 -0.7044 1.4865  0.51
H 1.8398 -1.4724 0.2925  0.50
O -0.7562 -0.3564 -0.3355  -0.96
H -1.0663 0.3876 0.2095  0.49
H 0.1498 -0.3424 -0.0875  0.48
O -0.3003 1.5346 1.9295  -0.99
H -0.0352 2.1476 1.2705  0.51
H 0.2758 1.8126 2.6375  0.48
O 1.4828 0.8236 -2.0725  -0.99
H 2.3888 0.8576 -1.9115  0.46
H 1.2808 -0.0584 -2.4415  0.52
O -2.1522 -2.3394 -2.4045  -0.93
H -3.0322 -2.5834 -2.1635  0.46
H -1.8692 -1.9524 -1.5845  0.47
O 0.3028 -1.4754 2.9965  -0.97
H -0.2542 -0.9564 3.5755  0.47
H 0.8158 -0.9494 2.3715  0.49
O 1.2148 -1.9274 -2.8295  -0.93
H 1.4708 -2.6834 -3.3345  0.49
H 1.4738 -2.1404 -1.9365  0.46
O -2.8292 0.3436 1.8775  -0.95
H -2.9672 0.0676 2.7815  0.46
H -2.0832 0.9316 1.9685  0.48

---

Record 3
Density functional theory data (ωB97M-V/def2-TZVPD) for a 12-piece molecular cluster, H24O12 overall in a non-equilibrium geometry.

**Energy relative to the best compared isomer or geometry (same formula, charge and spin)**: 45.7 kcal/mol
**Orbital gap**: 10.0766 eV
**HOMO level**: -0.391 Ha
**M**: 216.18 u
**Strongest force on any atom**: 4.103 eV/A
**SMILES**: O.O.O.O.O.O.O.O.O.O.O.O

Each line ends with the natural charge from an NBO analysis.
CARTESIAN COORDINATES (ANGSTROEM)
O -0.7627 -10.8375 16.5126  -0.95
H -0.9728 -10.2643 15.7944  0.48
H -0.0779 -10.3019 16.8731  0.47
O -0.8125 -8.8895 14.7105  -0.95
H -1.2090 -8.0403 14.8462  0.49
H -0.6479 -8.9368 13.7739  0.48
O 1.7597 -9.3060 17.2866  -0.96
H 1.2017 -8.5861 17.6089  0.49
H 2.6254 -9.0624 17.5626  0.50
O 1.2911 -12.5324 15.2447  -0.94
H 1.3221 -12.0745 14.3996  0.46
H 0.8289 -11.9034 15.7039  0.47
O 2.4638 -9.3298 14.7435  -1.00
H 1.9619 -9.4815 15.5390  0.50
H 2.1054 -9.8328 14.0153  0.50
O 0.8155 -10.8711 12.8977  -0.97
H 0.9225 -10.6464 11.9638  0.50
H -0.1202 -10.8157 13.0769  0.48
O 3.6234 -7.3307 11.8756  -0.96
H 3.6822 -8.2323 12.0486  0.48
H 4.4099 -7.0492 11.4694  0.46
O 4.8944 -10.4651 14.7204  -0.97
H 4.7007 -11.3787 15.0208  0.47
H 4.1075 -9.9830 14.7071  0.49
O 4.1177 -6.4690 15.8910  -0.96
H 3.2388 -6.6972 15.6535  0.48
H 4.1383 -5.5586 16.1441  0.46
O 1.4639 -6.9024 15.5957  -0.98
H 1.6638 -7.7234 15.1150  0.50
H 0.6243 -6.5656 15.2255  0.47
O 3.2894 -12.7979 12.2830  -0.96
H 3.0613 -11.8783 12.4082  0.47
H 3.5382 -13.2171 13.0897  0.48
O 3.9734 -10.1239 11.7695  -1.00
H 4.0036 -10.5993 10.9292  0.50
H 4.4597 -10.5372 12.4835  0.51

---

Record 4
Density functional theory data (ωB97M-V/def2-TZVPD) for a 12-piece molecular cluster, H24O12 overall.

**Energy relative to the best compared isomer or geometry (same formula, charge and spin)**: 28.6 kcal/mol
**Orbital gap**: 9.7711 eV
**HOMO level**: -0.378 Ha
**M**: 216.18 u
**Strongest force on any atom**: 0.910 eV/A
**SMILES**: O.O.O.O.O.O.O.O.O.O.O.O

Each line ends with the natural charge from an NBO analysis.
CARTESIAN COORDINATES (ANGSTROEM)
O -18.3632 -6.0040 12.8193  -0.97
H -17.5309 -6.4817 12.7530  0.47
H -18.5773 -5.7363 11.9105  0.49
O -21.0855 -8.1238 11.9042  -1.00
H -21.5867 -7.4210 11.4331  0.49
H -21.2032 -7.9400 12.8533  0.48
O -22.2263 -5.9482 10.7042  -0.98
H -21.4135 -5.4041 10.7059  0.49
H -22.8600 -5.4324 10.1882  0.49
O -21.1907 -6.6285 14.4087  -0.96
H -20.5409 -6.1473 13.8826  0.50
H -20.6561 -7.1365 15.0279  0.47
O -21.7267 -4.7573 7.8383  -0.96
H -21.4824 -4.8070 6.9047  0.48
H -20.9758 -5.1239 8.3127  0.49
O -22.4154 -3.0924 12.3378  -0.96
H -22.0675 -2.4036 11.7634  0.45
H -23.0735 -3.5569 11.7874  0.49
O -19.4681 -4.8136 10.4701  -0.96
H -19.0998 -4.9222 9.5846  0.48
H -19.3620 -3.8714 10.6682  0.50
O -24.9660 -7.2391 9.5477  -0.97
H -24.7137 -8.0653 9.1251  0.47
H -24.6877 -7.3427 10.4715  0.49
O -24.2467 -7.7799 12.3859  -0.97
H -24.2142 -8.6227 12.8507  0.49
H -23.4220 -7.3327 12.6305  0.50
O -24.4209 -4.2763 7.4246  -0.97
H -23.4913 -4.5127 7.5844  0.49
H -24.3917 -3.4867 6.8741  0.47
O -25.6577 -5.2401 12.8100  -0.97
H -25.1237 -4.8826 12.0894  0.47
H -25.5498 -6.1952 12.7180  0.49
O -24.4752 -3.8332 10.5264  -1.00
H -24.5854 -4.1556 9.6127  0.52
H -25.3394 -3.4572 10.7408  0.50

---

Record 5
Density functional theory data (ωB97M-V/def2-TZVPD) for a 12-piece molecular cluster, H24O12 overall in a non-equilibrium geometry.

**Energy relative to the best compared isomer or geometry (same formula, charge and spin)**: 32.2 kcal/mol
**Total charge**: +1
**Orbital gap (spin up / spin down)**: 10.8191 / 2.6226 eV
**Spin multiplicity**: 2
**HOMO level (spin up / spin down)**: -0.519 / -0.493 Ha
**M**: 216.18 u
**Strongest force on any atom**: 2.073 eV/A
**⟨S²⟩**: 0.76

Each line ends with the natural charge from an NBO analysis.
CARTESIAN COORDINATES (ANGSTROEM)
O -18.7969 -0.2142 -12.6953  -0.71
H -18.7415 -0.5126 -13.6031  0.48
H -19.1774 0.6622 -12.7535  0.49
O -19.7660 -2.0478 -18.7974  -0.50
H -19.4822 -1.1341 -18.8275  0.51
H -18.9884 -2.5315 -18.5189  0.49
O -18.3506 -2.0729 -14.9764  -0.84
H -17.7283 -2.6384 -15.4338  0.49
H -18.4511 -1.3132 -15.5500  0.49
O -18.7384 0.4752 -16.2676  -1.01
H -19.6822 0.6068 -16.1767  0.51
H -18.5392 0.7713 -17.1558  0.50
O -19.4731 2.3272 -13.3540  -0.95
H -18.5428 2.5432 -13.2899  0.48
H -19.7652 2.7604 -14.1561  0.48
O -18.7098 0.4847 -19.1833  -1.02
H -17.9765 0.8497 -19.6786  0.52
H -19.3138 1.2190 -19.0725  0.51
O -16.4568 -1.1798 -18.1603  -0.95
H -15.6920 -1.0188 -17.6076  0.48
H -16.8835 -0.3261 -18.2340  0.47
O -15.8117 1.7812 -18.6920  -0.98
H -16.2215 1.9661 -17.8470  0.48
H -15.0340 2.3390 -18.7087  0.49
O -16.9244 2.6354 -16.4087  -0.96
H -17.2858 3.2777 -15.7979  0.49
H -17.2674 1.7953 -16.1043  0.49
O -19.9794 2.6765 -18.9033  -0.96
H -20.8119 2.5219 -19.3497  0.50
H -20.1562 3.4088 -18.3128  0.50
O -21.4602 0.1041 -15.6937  -0.97
H -22.1683 0.6445 -15.3432  0.50
H -21.4154 -0.6465 -15.1014  0.50
O -22.3854 0.7888 -18.2549  -0.96
H -22.9752 1.4988 -18.0015  0.47
H -22.1071 0.4004 -17.4255  0.48

---

Record 6
Density functional theory data (ωB97M-V/def2-TZVPD) for H24O12Xe as an isolated structure in a non-equilibrium geometry.

**Energy relative to the best compared isomer or geometry (same formula, charge and spin)**: 20.6 kcal/mol
**Orbital gap**: 9.8566 eV
**HOMO level**: -0.378 Ha
**M**: 347.47 u
**Strongest force on any atom**: 1.025 eV/A

Each line ends with the natural charge from an NBO analysis.
CARTESIAN COORDINATES (ANGSTROEM)
Xe -3.0492 3.2278 15.3736  0.00
O -0.7578 2.1558 12.5456  -0.98
H -0.1676 2.8765 12.7658  0.49
H -1.4095 2.5482 11.9647  0.49
O 1.0323 3.1738 15.7887  -0.93
H 0.6757 3.1880 16.6768  0.46
H 1.3267 2.2718 15.6627  0.47
O -5.5774 4.8808 13.3592  -0.96
H -6.1280 4.1109 13.5018  0.48
H -5.8223 5.1928 12.4880  0.47
O -2.2101 -0.2503 12.8082  -0.97
H -1.6470 0.5237 12.8135  0.49
H -2.9702 0.0095 12.2875  0.47
O -5.6152 4.7963 17.5819  -0.97
H -5.9389 5.6955 17.5271  0.47
H -4.6670 4.8879 17.6754  0.49
O -3.1641 3.1849 11.0117  -0.98
H -3.4268 2.8261 10.1641  0.47
H -3.5735 2.6059 11.6547  0.49
O -6.9492 3.1385 15.2489  -0.97
H -7.7086 3.6814 15.0374  0.47
H -6.3581 3.7258 15.7201  0.50
O -3.0259 5.5442 18.4431  -0.94
H -2.8570 4.7691 18.9789  0.47
H -2.2228 5.6654 17.9365  0.48
O -4.9669 0.0441 16.2326  -0.97
H -5.6721 0.6859 16.3168  0.46
H -4.3869 0.2266 16.9719  0.48
O -2.3500 6.0136 12.7058  -0.95
H -2.3037 6.1669 11.7621  0.47
H -3.2202 5.6405 12.8459  0.48
O -3.1365 0.4410 18.2117  -0.93
H -2.3334 0.1255 17.7972  0.48
H -2.9460 1.3501 18.4431  0.47
O -4.6667 1.4155 12.4227  -0.95
H -4.6626 1.5419 13.3715  0.50
H -5.4110 1.9328 12.1149  0.48

---

Copy entry 2 word for word.
Density functional theory data (ωB97M-V/def2-TZVPD) for a 12-piece molecular cluster, H24O12 overall in a non-equilibrium geometry.

**Energy relative to the best compared isomer or geometry (same formula, charge and spin)**: 45.2 kcal/mol
**Orbital gap**: 9.6450 eV
**HOMO level**: -0.371 Ha
**M**: 216.18 u
**Strongest force on any atom**: 2.446 eV/A
**SMILES**: O.O.O.O.O.O.O.O.O.O.O.O

Each line ends with the natural charge from an NBO analysis.
CARTESIAN COORDINATES (ANGSTROEM)
O -1.5632 0.7326 -2.8665  -0.95
H -1.3702 0.4906 -1.9425  0.48
H -1.2672 1.6186 -2.9375  0.45
O -1.9812 -2.3984 1.2965  -0.97
H -1.6732 -2.2044 2.2105  0.47
H -1.8852 -1.5344 0.8385  0.49
O 2.9268 1.9166 1.2025  -0.98
H 2.9348 2.7056 0.6425  0.48
H 2.5878 1.1386 0.7245  0.49
O 0.1508 2.9486 -0.5155  -0.99
H 0.6738 2.3716 -1.1055  0.51
H 0.5268 3.8436 -0.5855  0.48
O 1.9918 -0.5944 0.7415  -0.98
H 2.5988 -0.7044 1.4865  0.51
H 1.8398 -1.4724 0.2925  0.50
O -0.7562 -0.3564 -0.3355  -0.96
H -1.0663 0.3876 0.2095  0.49
H 0.1498 -0.3424 -0.0875  0.48
O -0.3003 1.5346 1.9295  -0.99
H -0.0352 2.1476 1.2705  0.51
H 0.2758 1.8126 2.6375  0.48
O 1.4828 0.8236 -2.0725  -0.99
H 2.3888 0.8576 -1.9115  0.46
H 1.2808 -0.0584 -2.4415  0.52
O -2.1522 -2.3394 -2.4045  -0.93
H -3.0322 -2.5834 -2.1635  0.46
H -1.8692 -1.9524 -1.5845  0.47
O 0.3028 -1.4754 2.9965  -0.97
H -0.2542 -0.9564 3.5755  0.47
H 0.8158 -0.9494 2.3715  0.49
O 1.2148 -1.9274 -2.8295  -0.93
H 1.4708 -2.6834 -3.3345  0.49
H 1.4738 -2.1404 -1.9365  0.46
O -2.8292 0.3436 1.8775  -0.95
H -2.9672 0.0676 2.7815  0.46
H -2.0832 0.9316 1.9685  0.48